Density functional theory data (ωB97M-V with the def2-TZVPD basis set) for a structure of composition C55H51IrN4P3Se2Te3 in a non-equilibrium geometry.

CARTESIAN COORDINATES (ANGSTROEM)
1 Ir -20.462 12.695 -0.248
2 Se -20.458 13.465 2.111
3 Te -22.146 15.207 2.353
4 Te -20.848 17.042 3.645
5 Se -24.291 13.449 0.297
6 Te -15.321 11.351 0.771
7 C -14.815 9.238 0.808
8 C -14.157 8.626 -0.244
9 C -14.090 7.240 -0.207
10 N -14.532 6.461 0.770
11 C -15.113 7.117 1.796
12 C -15.305 8.514 1.841
13 C -17.388 11.282 0.298
14 P -18.738 10.558 1.125
15 C -18.144 10.208 2.856
16 C -17.974 11.365 3.650
17 C -17.620 11.284 5.013
18 C -17.410 10.014 5.554
19 C -17.544 8.867 4.804
20 C -17.961 8.955 3.505
21 C -18.836 8.799 0.513
22 C -19.770 7.953 1.119
23 C -19.818 6.587 0.752
24 C -18.846 6.128 -0.138
25 C -17.868 6.968 -0.660
26 C -17.885 8.293 -0.332
27 P -18.046 12.586 -0.692
28 C -17.661 12.179 -2.486
29 C -18.667 12.705 -3.328
30 C -18.554 12.498 -4.735
31 C -17.512 11.768 -5.199
32 C -16.431 11.383 -4.386
33 C -16.548 11.578 -3.020
34 C -17.159 14.153 -0.454
35 C -17.022 14.678 0.852
36 C -16.205 15.730 1.111
37 C -15.532 16.356 0.089
38 C -15.742 15.945 -1.218
39 C -16.522 14.832 -1.526
40 H -13.831 9.202 -1.116
41 H -13.639 6.715 -1.039
42 H -15.422 6.513 2.616
43 H -15.696 8.942 2.775
44 H -18.264 12.336 3.205
45 H -17.641 12.176 5.644
46 H -17.196 9.882 6.625
47 H -17.433 7.899 5.260
48 H -18.082 8.027 2.925
49 H -20.569 8.279 1.734
50 H -20.465 5.876 1.184
51 H -18.807 5.079 -0.409
52 H -17.068 6.637 -1.301
53 H -17.077 8.919 -0.728
54 H -19.513 13.290 -2.881
55 H -19.328 12.823 -5.442
56 H -17.483 11.460 -6.216
57 H -15.664 10.782 -4.813
58 H -15.760 11.242 -2.325
59 H -17.599 14.141 1.583
60 H -15.956 15.975 2.157
61 H -14.972 17.285 0.245
62 H -15.336 16.539 -2.030
63 H -16.546 14.452 -2.575
64 C -27.722 9.138 0.583
65 C -27.544 10.165 -0.323
66 C -26.349 10.881 -0.339
67 C -25.376 10.464 0.526
68 C -25.475 9.392 1.370
69 C -26.667 8.695 1.372
70 P -23.820 11.392 0.457
71 C -22.968 11.118 2.099
72 C -22.132 10.084 2.190
73 C -21.612 9.793 3.495
74 C -21.986 10.551 4.577
75 C -22.808 11.629 4.440
76 C -23.329 11.887 3.188
77 C -22.717 10.487 -0.739
78 C -23.240 9.326 -1.321
79 C -22.443 8.516 -2.090
80 C -21.109 8.937 -2.329
81 C -20.655 10.154 -1.813
82 C -21.367 10.992 -0.990
83 H -28.699 8.640 0.696
84 H -28.377 10.330 -1.046
85 H -26.279 11.765 -0.953
86 H -24.695 9.120 2.051
87 H -26.810 7.892 2.056
88 H -21.862 9.527 1.315
89 H -20.956 8.922 3.641
90 H -21.520 10.364 5.507
91 H -23.130 12.217 5.279
92 H -24.113 12.637 3.066
93 H -24.282 9.057 -1.102
94 H -22.743 7.478 -2.362
95 H -20.366 8.405 -2.921
96 H -19.621 10.421 -2.043
97 C -19.652 18.300 -1.347
98 C -19.166 17.254 -0.377
99 N -20.027 16.149 -0.397
100 C -20.738 15.648 -1.466
101 N -21.202 14.435 -1.470
102 C -22.156 14.064 -2.503
103 C -22.818 15.265 -3.156
104 C -21.734 16.233 -3.661
105 N -20.893 16.562 -2.517
106 C -19.949 17.584 -2.661
107 H -18.900 19.034 -1.581
108 H -20.551 18.798 -0.957
109 H -18.981 17.685 0.608
110 H -18.186 16.898 -0.687
111 H -19.929 15.501 0.372
112 H -22.990 13.461 -2.038
113 H -21.625 13.426 -3.234
114 H -23.493 15.828 -2.487
115 H -23.438 14.829 -3.931
116 H -22.223 17.143 -4.054
117 H -21.104 15.818 -4.453
118 H -20.350 18.320 -3.370
119 H -19.026 17.139 -3.129

Summary:
multiplicity: 6
Kohn-Sham gap (spin up / spin down): 6.04 / 4.76 eV
LUMO energy (spin up / spin down): 0.01 / -2.20 eV
⟨S²⟩: 8.777